Below is a cluster of 5 separate species, C2H13NO3S in total at a distorted geometry, with properties calculated with ωB97M-V/def2-TZVPD.

Properties
Orbital gap, eV: 6.89
E_tot, eV: -20748.5838
Largest force on an atom, eV/Å: 1.8
Relative energy (zero: lowest compared OMol25 entry of this formula, charge and spin), kcal per mole: 98.29
LUMO energy, eV: -1.649

Geometry as XYZ:
```
20
C2H13NO3S | the Open Molecules 2025 dataset | ωB97M-V/def2-TZVPD
C -0.5521 -0.2069 -0.2814
C 0.0401 -0.7499 0.9933
S 0.6293 0.6920 1.9133
N -1.5778 -0.9365 -0.9954
H -1.0173 0.7306 0.3128
H 0.1710 0.2955 -0.9252
H -0.6591 -1.3091 1.6136
H 0.7969 -1.4782 0.6730
H -1.3781 1.4100 0.7541
H -2.4350 -0.4010 -1.0386
H -1.2582 -1.0530 -1.9544
H 0.2460 2.3522 -3.4764
H 0.9094 2.2591 -2.0789
O 0.2481 1.8546 -2.6587
H -1.9119 -2.5735 -0.2364
H -2.2314 -4.0841 -0.0392
O -2.0562 -3.2690 0.4293
H 1.9197 1.2155 0.1981
H 2.9552 2.2554 -0.4915
O 2.4227 1.4713 -0.6009
```